C4H7O2 | ωB97M-V/def2-TZVPD

Each line ends with the Löwdin charge.
Cartesian coordinates (Å):
O (-1.003394, -1.651543, -0.702416)  0.30
O (0.447471, 0.094670, 0.316942)  -0.06
C (1.530594, -0.576700, 0.960836)  0.00
C (1.724636, -0.074143, -0.447063)  0.10
C (-1.962094, 0.443383, 0.054201)  0.08
C (-1.005579, -0.603688, -0.211670)  -0.21
H (-2.812408, -0.036908, 0.305195)  0.09
H (2.287134, 0.805702, -0.558973)  0.13
H (-2.125668, 1.041035, -0.816511)  0.13
H (1.994788, -0.131615, 1.836187)  0.15
H (1.365775, -1.505444, 1.303337)  0.10
H (-1.635781, 1.095327, 0.811928)  0.10
H (1.575574, -0.663339, -1.237095)  0.09

Atoms 1-2, force components in eV/Å:
O 0.79 1.03 0.79
O -0.27 1.30 -0.12

## Properties
orbital gap: 12.81 eV
maximum force: 0.0926 Eh/bohr
HOMO energy: -17.042 eV
spin multiplicity: 1
charge: +1

---

C25H27BrF3N7O3PtS | ωB97M-V/def2-TZVPD

Each line ends with the Mulliken spin population.
Cartesian coordinates (Å):
Pt (-1.027289, 0.639321, -0.103329)  1.15
Br (-1.379452, -2.739496, 0.386005)  0.01
S (-1.407887, 0.964261, -2.344509)  0.87
F (-2.411039, 2.671613, 8.977510)  0.00
F (-0.246817, 2.722659, 9.033996)  0.00
F (-1.353122, 4.476291, 8.417741)  0.00
O (3.176118, 2.457401, -0.042589)  0.04
O (1.642030, 1.118153, -1.163203)  0.04
O (-6.459088, -2.371306, 1.134042)  0.00
N (4.565566, -4.917699, -1.996532)  0.00
N (1.988545, -1.197607, 0.946877)  0.26
N (-2.953905, -0.486571, 0.148013)  0.10
N (4.654618, -2.669741, -1.481535)  0.00
N (-0.936081, 3.517376, -2.728068)  0.02
N (3.091324, -3.448135, -2.984320)  0.00
N (-3.116432, 2.959094, -1.958434)  0.02
C (-4.871164, 4.590169, -1.579530)  0.00
C (-5.347562, -1.714809, 0.805979)  -0.01
C (4.110370, -3.673048, -2.156479)  0.00
C (-1.254696, 2.680804, 6.916527)  0.11
C (-1.325210, 3.138245, 8.356997)  0.00
C (-1.880892, 2.698309, -2.330646)  0.00
C (-4.101635, 0.208296, 0.152320)  -0.03
C (-4.158278, -2.444488, 0.794938)  0.01
C (-3.006435, -1.776906, 0.456592)  0.00
C (-0.125271, 3.031205, 6.176605)  -0.04
C (-1.290819, 4.806277, -2.747793)  0.00
C (4.933079, -0.421442, -0.544700)  0.07
C (-2.561769, 5.219186, -2.398339)  0.01
C (-2.207182, 1.554941, 5.036521)  0.08
C (-2.292307, 1.944651, 6.355470)  -0.03
C (-0.989853, 1.506992, 2.932905)  0.36
C (-0.888961, 1.129172, 1.752465)  0.28
C (4.385991, -0.632233, 0.874104)  0.01
C (2.443277, 1.701387, -0.534774)  -0.01
C (4.264008, -1.259466, -1.623166)  0.00
C (2.955310, -0.238948, 1.111900)  0.64
C (-0.029038, 2.641886, 4.862184)  0.09
C (-3.479041, 4.249626, -1.999976)  -0.01
C (-5.312423, -0.359511, 0.470319)  0.01
C (-1.073794, 1.897732, 4.271376)  -0.04
H (-5.231310, 5.481695, -2.088981)  0.00
H (5.514857, -2.856346, -0.988435)  0.00
H (4.837042, 0.625091, -0.831982)  -0.02
H (-2.838209, 6.263026, -2.438625)  0.00
H (2.746521, 0.514082, 1.861150)  0.02
H (3.177205, -1.179864, -1.532285)  0.00
H (-4.890666, 4.791374, -0.505996)  0.00
H (4.508050, -1.687169, 1.159763)  0.00
H (0.665169, 3.605507, 6.640686)  0.00
H (0.835433, 2.901352, 4.266971)  0.00
H (-4.022841, 1.249898, -0.133499)  0.02
H (4.235207, -5.673050, -2.572348)  0.00
H (2.788437, -2.511711, -3.188158)  0.00
H (2.231230, -2.129129, 0.657058)  -0.02
H (6.010252, -0.618886, -0.553184)  -0.01
H (-5.541268, 3.758391, -1.784449)  0.00
H (2.646302, -4.203462, -3.476766)  0.00
H (4.560835, -0.899995, -2.611783)  0.00
H (-4.158864, -3.496789, 1.035513)  0.00
H (-0.532735, 5.511844, -3.064283)  0.00
H (1.069783, -1.080548, 1.339555)  -0.03
H (-6.212203, 0.240761, 0.450540)  0.00
H (-3.000834, 0.984714, 4.573939)  0.00
H (-7.237491, -1.801234, 1.104438)  0.00
H (-3.153589, 1.684881, 6.953688)  0.00
H (5.023478, -0.070797, 1.557176)  0.02
H (5.329599, -5.116570, -1.373530)  0.00

Atoms 1-2, force components in eV/Å:
Pt -0.33 0.25 -0.14
Br -0.04 0.04 0.02

## Properties
orbital gap (alpha / beta): 6.63 / 6.00 eV
maximum force: 0.0152 Eh/bohr
HOMO energy (alpha / beta): -11.218 / -13.793 eV
spin multiplicity: 5
charge: +2

---

C4H2O2 | ωB97M-V/def2-TZVPD

Each line ends with the Löwdin charge.
Cartesian coordinates (Å):
O (-0.911800, 1.940362, 1.828779)  0.14
O (-0.577610, -2.017608, -0.352031)  0.08
C (-0.344721, 1.298891, 1.047505)  -0.22
C (0.939406, 0.269535, -0.992299)  0.09
C (-0.148642, 0.684554, -0.061483)  -0.13
C (0.118407, -0.743746, -0.580741)  -0.08
H (-0.974884, -1.872912, 0.449216)  0.04
H (1.899843, 0.440924, -1.338946)  0.08

Atoms 1-2, force components in eV/Å:
O -0.19 0.96 1.39
O 4.34 2.95 -4.36

## Properties
orbital gap: 8.13 eV
maximum force: 0.1326 Eh/bohr
HOMO energy: -7.797 eV
spin multiplicity: 1
SMILES: O=C=C1C=C1O

---

What did we get for M? Answer: 87.10; 837.58; 82.06 g/mol, in the order shown.